Entry 1:
{
  "formula": "C4H7ClN2",
  "method": "the ωB97M-V functional and the def2-TZVPD basis",
  "orbital_gap_ev": [9.42, 7.10],
  "relative_energy_kcal_mol": 138.8,
  "lumo_energy_ev": [-0.4, -0.5],
  "spin_multiplicity": 1,
  "energy_ha": -726.1193,
  "species": ["C", "C", "C", "C", "N", "N", "Cl", "H", "H", "H", "H", "H", "H", "H"],
  "xyz": [[1.51763, -0.92793, 0.11182], [1.19078, 0.44242, 0.58362], [-0.04346, 1.16907, -0.03657], [-1.36671, 0.42969, 0.00107], [1.80108, -1.97204, -0.33254], [-1.30351, -0.65258, -0.83931], [0.64597, -3.22326, -1.06069], [0.99313, 0.42698, 1.67004], [2.07475, 0.99651, 0.33283], [-0.03810, 2.16552, 0.64955], [0.21304, 1.54244, -1.11207], [-1.46618, 0.09344, 1.06490], [-2.24483, 1.03170, -0.25037], [-1.97360, -1.52194, -0.78228]],
  "atomic_forces_ev_per_a": [[-0.4666, 0.4402, -0.1043], [-1.1714, -1.0065, -0.1787], [1.3396, 3.4496, -0.5118], [0.1729, -0.1285, 2.3600], [1.6768, 2.0835, 1.3593], [-0.5485, -3.5832, -2.2350], [-1.7660, -2.0512, -1.1286], [0.5733, -0.2068, -0.3723], [0.4128, 0.6432, 0.3039], [-0.4976, -2.1030, -1.6915], [-0.5226, -0.8269, 1.8213], [-0.4863, 0.2854, -0.2938], [0.0378, 0.4064, 0.1283], [1.2458, 2.5979, 0.5433]],
  "nbo_charge": [0.396, -0.511, -0.373, -0.320, -0.355, -0.446, -0.097, 0.247, 0.256, 0.210, 0.224, 0.185, 0.234, 0.349]
}

***

Entry 2:
{
  "formula": "C4H7ClN2O",
  "method": "the ωB97M-V functional and the def2-TZVPD basis",
  "orbital_gap_ev": 9.99,
  "relative_energy_kcal_mol": 70.0,
  "smiles": "CC(C)=NN(Cl)C=O",
  "lumo_energy_ev": 0.6,
  "spin_multiplicity": 1,
  "energy_ha": -801.4514,
  "species": ["C", "C", "C", "N", "N", "Cl", "C", "O", "H", "H", "H", "H", "H", "H", "H"],
  "xyz": [[1.08906, -1.08483, -0.73177], [0.13982, -0.46883, 0.15758], [-0.68762, 0.69776, -0.37800], [0.13066, -1.05996, 1.30909], [-0.85648, -0.67907, 2.25205], [-1.44933, -1.97588, 3.15750], [-0.92109, 0.53983, 2.75152], [-0.21201, 1.41233, 2.35335], [1.50460, -1.94325, -0.11341], [1.77218, -0.35746, -1.12711], [0.68738, -1.54815, -1.70968], [-0.37788, 1.05960, -1.40602], [-0.57257, 1.42102, 0.43057], [-1.62295, 0.19808, -0.12168], [-1.63929, 0.77237, 3.55546]],
  "atomic_forces_ev_per_a": [[0.9411, -2.9612, -1.5001], [-0.5075, 0.6498, 0.3303], [1.1145, -1.2196, 1.5301], [-0.9554, 0.1073, -0.1536], [0.0852, -1.5371, -1.3883], [-0.0909, -0.1442, 0.0689], [-0.5996, 1.3476, 1.7462], [1.1311, 1.7910, -0.6176], [0.2988, 1.1564, -1.2368], [0.8974, 0.2570, 0.1958], [-0.1082, 0.7148, 1.6105], [-0.9261, -0.7771, 1.3256], [-0.0516, 0.6321, -0.6398], [-1.0734, 0.7911, -1.2121], [-0.1552, -0.8079, -0.0591]],
  "nbo_charge": [-0.670, 0.349, -0.729, -0.321, -0.319, 0.172, 0.492, -0.598, 0.250, 0.230, 0.232, 0.242, 0.282, 0.247, 0.142]
}

***

Entry 3:
{
  "formula": "C4H7ClN3",
  "method": "the ωB97M-V functional and the def2-TZVPD basis",
  "orbital_gap_ev": 9.41,
  "total_charge": 1,
  "relative_energy_kcal_mol": 88.7,
  "smiles": "[NH3+]N1CN=CC=C1Cl",
  "lumo_energy_ev": -4.2,
  "spin_multiplicity": 1,
  "energy_ha": -780.6667,
  "species": ["N", "N", "C", "N", "C", "C", "C", "Cl", "H", "H", "H", "H", "H", "H", "H"],
  "xyz": [[-0.50516, 1.63332, -0.33687], [-0.41398, 0.56711, 0.65743], [0.89654, -0.03721, 0.84998], [1.21929, -1.22981, 0.31769], [0.33985, -2.02210, -0.09657], [-1.05703, -1.85720, -0.09080], [-1.54638, -0.63078, 0.12332], [-3.13965, 0.01078, 0.15563], [-0.36668, 2.50034, 0.28051], [-1.45815, 2.05511, -0.65126], [0.18146, 1.51875, -1.14840], [1.07808, -0.04031, 1.90040], [1.55035, 0.78919, 0.40217], [0.71298, -2.97481, -0.40673], [-1.80785, -2.59734, -0.64054]],
  "atomic_forces_ev_per_a": [[0.2224, 2.8177, 0.4239], [-5.7540, -3.0558, -1.2801], [1.0199, 4.4833, -0.6859], [0.9099, -1.7367, -1.0377], [1.7688, -1.6761, 0.1149], [-4.5449, 0.6553, -2.1112], [2.0996, 2.3438, 1.7183], [0.8686, -0.4774, -0.1979], [1.2824, -1.1485, -1.2120], [1.0442, -2.4708, 0.1368], [-1.0682, 0.6148, 1.1008], [0.1359, 0.0176, 0.9575], [0.0559, -1.0716, 0.7887], [0.1089, -0.5736, -0.4593], [1.8508, 1.2782, 1.7431]],
  "nbo_charge": [-0.594, -0.279, -0.102, -0.356, 0.091, -0.328, 0.138, 0.112, 0.459, 0.477, 0.446, 0.246, 0.183, 0.217, 0.289]
}

***

Entry 4:
{
  "formula": "C4H7ClN3S",
  "method": "the ωB97M-V functional and the def2-TZVPD basis",
  "orbital_gap_ev": 8.74,
  "total_charge": 1,
  "lumo_energy_ev": -4.3,
  "spin_multiplicity": 1,
  "energy_ha": -1179.0023,
  "species": ["C", "C", "C", "C", "N", "N", "N", "S", "Cl", "H", "H", "H", "H", "H", "H", "H"],
  "xyz": [[2.02489, -0.80705, 0.13182], [-0.41777, -0.83776, 0.19190], [0.84360, -1.24293, 0.73832], [0.82364, 0.43468, -1.44134], [1.96878, 0.03228, -0.99837], [-0.41491, 0.01152, -0.83593], [-1.51571, -1.40490, 0.51530], [-1.33263, 2.30476, 0.96639], [0.54836, 2.96873, 0.65474], [3.04302, -1.06130, 0.51723], [0.61511, -1.86597, 1.66531], [-1.94736, 3.13835, 0.11201], [0.75743, 1.23291, -2.20419], [-1.19695, 0.49292, -1.24534], [-1.48822, -2.14569, 1.21067], [-2.31129, -1.25054, 0.02150]],
  "atomic_forces_ev_per_a": [[-1.4246, 0.1867, 0.0593], [2.8195, 0.3472, -1.8304], [-0.0474, 0.1507, 0.6667], [-0.5020, -0.5109, 1.9646], [-0.2552, -0.5343, 0.6596], [3.0248, 1.4449, -2.1579], [0.2245, -1.8909, 3.1254], [-0.3796, 0.2704, 0.2734], [0.0977, -0.0080, -0.0817], [-1.1207, 0.2011, -0.5132], [1.5089, 0.6979, -1.2712], [0.0240, 0.0908, 0.0503], [-0.1057, -0.8222, 0.3464], [-0.6839, -0.3668, 0.3732], [-0.3377, 0.3200, -0.2432], [-2.8427, 0.4235, -1.4212]],
  "nbo_charge": [0.122, 0.484, -0.319, 0.316, -0.423, -0.536, -0.699, -0.001, -0.126, 0.255, 0.253, 0.149, 0.239, 0.444, 0.429, 0.413]
}

***

Entry 5:
{
  "formula": "C4H7ClNO",
  "method": "the ωB97M-V functional and the def2-TZVPD basis",
  "orbital_gap_ev": 9.94,
  "total_charge": 1,
  "relative_energy_kcal_mol": 93.6,
  "lumo_energy_ev": -4.5,
  "spin_multiplicity": 1,
  "energy_ha": -746.3610,
  "species": ["C", "C", "C", "C", "N", "O", "Cl", "H", "H", "H", "H", "H", "H", "H"],
  "xyz": [[-4.03232, 0.16827, -0.56213], [-1.36753, 0.64734, 0.10821], [-1.14841, -0.06962, 1.10896], [0.91326, -0.44328, -0.36270], [-0.54134, -0.45635, -0.14696], [-4.45187, -0.10342, -1.60933], [-4.89155, -0.05871, 1.04688], [-3.06865, 0.51471, -0.14054], [-1.72548, 1.60083, -0.33480], [-1.00243, -0.34101, 2.17830], [1.34822, 0.32507, 0.36392], [1.40304, -1.32219, -0.29021], [1.20544, -0.26685, -1.35410], [-1.03268, -1.18770, -0.73214]],
  "atomic_forces_ev_per_a": [[-0.5360, -0.2581, 2.3819], [-0.6818, 4.7364, -0.4793], [0.5440, -1.0337, 3.6959], [-0.0122, 4.0642, 1.5506], [0.5335, -3.8400, -2.8484], [0.0356, 0.0682, -0.6193], [-0.0574, -0.0392, -0.7318], [-1.1533, -0.1599, -1.4287], [0.9656, -0.9339, 0.1324], [-0.4216, 0.0989, -1.2352], [-0.4716, -1.0742, -1.2057], [0.7559, -3.5035, 1.5058], [-0.3194, 1.3919, -1.6631], [0.8187, 0.4828, 0.9451]],
  "nbo_charge": [0.434, -0.038, 0.039, -0.439, -0.352, -0.417, -0.124, 0.124, 0.311, 0.309, 0.236, 0.248, 0.247, 0.422]
}

***

Entry 6:
{
  "formula": "C4H7ClNOP",
  "method": "the ωB97M-V functional and the def2-TZVPD basis",
  "orbital_gap_ev": 11.06,
  "relative_energy_kcal_mol": 17.9,
  "lumo_energy_ev": 0.5,
  "spin_multiplicity": 1,
  "energy_ha": -1088.1357,
  "species": ["C", "C", "C", "C", "N", "O", "P", "Cl", "H", "H", "H", "H", "H", "H", "H"],
  "xyz": [[1.97772, -1.11070, -0.64084], [-1.01939, -1.35413, -0.15562], [-0.99760, 1.64101, 0.47844], [1.31278, 0.17490, -0.70296], [2.50191, -2.07568, -0.59519], [0.54121, -0.14385, 1.90764], [-0.05610, 0.01131, 0.60593], [2.24928, 1.49854, 0.00245], [-0.53548, -2.20271, 0.23119], [-1.98597, -1.27188, 0.32619], [-1.37053, -1.27841, -1.12109], [-0.19967, 2.33174, 0.65590], [-1.56315, 1.67819, -0.46056], [-1.87530, 1.77288, 1.27297], [1.02030, 0.32880, -1.80445]],
  "atomic_forces_ev_per_a": [[-2.5426, 6.3365, -0.3379], [-0.5526, 1.9448, 3.2422], [-2.0834, -1.9309, 1.2383], [-1.1960, -0.0119, -0.5390], [3.2517, -6.4160, 0.2762], [0.6481, -0.9153, 1.8975], [-2.1731, 1.6103, -3.2981], [0.8069, 0.2546, -0.6046], [0.4644, -1.5917, -0.2709], [-0.2979, -0.2507, 0.8578], [0.4775, -0.0127, -2.6280], [-0.0239, 0.9191, -0.2378], [0.7156, 0.4136, -0.1600], [2.2755, -0.5907, -1.2476], [0.2299, 0.2410, 1.8120]],
  "nbo_charge": [0.237, -1.017, -0.994, -0.663, -0.269, -1.062, 1.939, 0.025, 0.266, 0.249, 0.253, 0.257, 0.236, 0.262, 0.281]
}

***

Entry 7:
{
  "formula": "C4H7ClO",
  "method": "the ωB97M-V functional and the def2-TZVPD basis",
  "orbital_gap_ev": 9.62,
  "relative_energy_kcal_mol": 28.6,
  "smiles": "CO/C(C)=C\\Cl",
  "lumo_energy_ev": 1.0,
  "spin_multiplicity": 1,
  "energy_ha": -692.0004,
  "species": ["C", "O", "C", "C", "C", "Cl", "H", "H", "H", "H", "H", "H", "H"],
  "xyz": [[-0.09723, 1.94875, 0.02886], [1.04901, 1.07013, -0.04769], [0.91388, -0.30844, -0.02024], [2.29583, -0.94485, 0.01057], [-0.23601, -1.01469, -0.00626], [-1.90922, -0.45327, -0.00303], [-0.73719, 1.75134, -0.83201], [-0.59196, 1.78105, 0.97754], [0.33067, 2.93380, 0.01412], [2.83360, -0.77463, -0.91780], [2.89262, -0.53052, 0.83918], [2.22407, -2.01655, 0.18961], [-0.14589, -2.08455, 0.08484]],
  "atomic_forces_ev_per_a": [[0.6934, -1.0875, -0.1731], [0.0985, -0.9179, -0.0480], [-0.5497, 1.2738, 0.0848], [-0.5503, -0.0136, 0.5446], [0.7124, 0.2227, 0.2037], [0.6265, -0.4163, -0.0373], [-0.1075, 0.3597, 0.2631], [-0.3617, 0.0598, 0.0050], [0.0672, 0.4353, -0.1490], [-0.0391, 0.1037, -0.1051], [-0.3089, 0.0536, -0.3338], [-0.0835, -0.0185, -0.1478], [-0.1974, -0.0548, -0.1072]],
  "nbo_charge": [-0.247, -0.521, 0.322, -0.641, -0.346, -0.033, 0.191, 0.186, 0.193, 0.229, 0.229, 0.219, 0.218]
}

***

Entry 8:
{
  "formula": "C4H7ClO2",
  "method": "the ωB97M-V functional and the def2-TZVPD basis",
  "orbital_gap_ev": 10.81,
  "relative_energy_kcal_mol": 8.2,
  "lumo_energy_ev": 0.8,
  "spin_multiplicity": 1,
  "energy_ha": -767.2608,
  "species": ["C", "C", "C", "C", "O", "O", "Cl", "H", "H", "H", "H", "H", "H", "H"],
  "xyz": [[-2.22665, -0.87005, -3.32586], [-0.55280, -1.28269, 0.32615], [0.87855, 0.92314, -0.07027], [-0.30165, 0.02102, -0.37324], [-1.27524, -0.56866, -3.79987], [-1.12851, 0.43924, -1.14827], [-0.87956, 3.33372, -1.87616], [-1.17677, -1.12926, 1.21861], [-1.03164, -1.85084, -0.39363], [0.26864, -1.78407, 0.82529], [0.42056, 1.50066, 0.75754], [1.18380, 1.64006, -0.87875], [1.68154, 0.46005, 0.39664], [-1.09501, 2.16273, -2.23569]],
  "atomic_forces_ev_per_a": [[-2.4101, -0.8274, 1.0820], [0.7741, 1.1266, 2.0780], [-1.5956, 1.1929, -0.0402], [0.9065, 0.9634, -0.1651], [2.3499, 0.7358, -1.2749], [-0.5557, -0.4693, -0.3347], [0.2212, 1.7613, 0.1910], [-0.5086, 0.2845, -0.5700], [-1.0804, -1.5820, -1.0085], [0.6955, -0.0331, -0.6811], [0.3070, 0.3205, -0.3288], [-0.5296, -0.9496, 0.7433], [1.6578, -1.1118, 0.4919], [-0.2318, -1.4117, -0.1829]],
  "nbo_charge": [0.503, -0.725, -0.719, 0.615, -0.502, -0.596, -0.293, 0.247, 0.242, 0.226, 0.245, 0.254, 0.216, 0.286]
}

***

Entry 9:
{
  "formula": "C4H7ClO2P",
  "method": "the ωB97M-V functional and the def2-TZVPD basis",
  "orbital_gap_ev": 9.15,
  "total_charge": -1,
  "relative_energy_kcal_mol": 35.9,
  "lumo_energy_ev": 3.6,
  "spin_multiplicity": 1,
  "energy_ha": -1108.7136,
  "species": ["C", "C", "C", "C", "O", "O", "P", "Cl", "H", "H", "H", "H", "H", "H", "H"],
  "xyz": [[-1.41441, 2.31259, 1.15120], [-1.14202, 1.18520, 0.85185], [-2.26933, -0.64790, -0.55834], [-0.96604, -0.05394, 0.14633], [2.09594, -0.33586, 0.95436], [2.78885, -2.06794, -0.74310], [3.06496, -0.86253, 0.04214], [3.32281, 0.74441, -1.32710], [-1.43057, 3.32035, 1.33124], [4.37764, -0.60070, 0.50945], [-3.11436, -0.65094, 0.07900], [-2.14060, -1.65850, -0.87869], [-2.35293, -0.13874, -1.55443], [-0.42907, -0.83378, 0.71155], [-0.39087, 0.28829, -0.71547]],
  "atomic_forces_ev_per_a": [[0.3650, -1.1445, -0.0466], [-0.8926, 0.1404, -0.1213], [1.7965, 1.1557, -0.8098], [-0.5652, -1.4353, -1.1645], [-2.1595, 1.0765, 2.8548], [0.6796, -1.0121, -0.3994], [1.4115, 0.3422, -1.8202], [0.0868, 0.4290, -0.7562], [-0.2225, 1.6592, 0.5243], [-0.0691, -0.8700, 0.1190], [-1.0848, 0.5010, 0.3534], [0.5974, -0.9346, 0.1761], [-0.6908, 0.0809, 1.1728], [-0.0189, 0.5976, -0.3087], [0.7666, -0.5860, 0.2262]],
  "nbo_charge": [-0.319, 0.074, -0.591, -0.501, -1.168, -1.142, 2.018, -0.520, 0.211, -0.182, 0.198, 0.205, 0.201, 0.266, 0.250]
}

***

Entry 10:
{
  "formula": "C4H7ClO2S",
  "method": "the ωB97M-V functional and the def2-TZVPD basis",
  "orbital_gap_ev": 10.81,
  "relative_energy_kcal_mol": 4.6,
  "smiles": "O=CSCOCCCl",
  "lumo_energy_ev": 0.6,
  "spin_multiplicity": 1,
  "energy_ha": -1165.4395,
  "species": ["O", "C", "S", "C", "O", "C", "C", "Cl", "H", "H", "H", "H", "H", "H", "H"],
  "xyz": [[-3.16834, 1.21302, -0.58099], [-2.97075, 0.07845, -1.01002], [-1.92574, -1.12792, -0.28328], [-0.96641, -0.21261, 0.95691], [0.15958, 0.44670, 0.44392], [1.21343, -0.37110, -0.01064], [2.40951, 0.58521, -0.02411], [3.89155, -0.23192, -0.64322], [-3.46587, -0.41085, -1.87149], [-0.61059, -0.91204, 1.70799], [-1.59811, 0.56364, 1.38715], [0.99763, -0.67692, -1.09931], [1.31919, -1.27153, 0.62929], [2.65486, 0.82847, 0.97933], [2.06006, 1.49939, -0.58154]],
  "atomic_forces_ev_per_a": [[0.3692, -2.2300, -1.2176], [-0.3137, 1.8729, 1.3366], [0.3635, -0.4539, -0.0017], [0.4091, 0.6230, -0.2076], [-0.4300, 0.2820, 0.0865], [-0.1922, -0.1734, -1.7784], [-0.7276, -0.3479, -0.5592], [-0.5354, 0.4101, -0.2286], [-0.1418, 0.5477, 0.0286], [-0.4240, -0.3850, 0.1881], [-0.0556, -0.1650, 0.0108], [0.3361, 0.0335, 1.5427], [0.2371, 0.4388, -0.3129], [0.1360, 0.5198, 0.8057], [0.9692, -0.9728, 0.3071]],
  "nbo_charge": [-0.533, 0.233, 0.182, -0.202, -0.534, -0.088, -0.373, -0.071, 0.148, 0.194, 0.237, 0.185, 0.180, 0.212, 0.232]
}